1.
210
Properties=species:S:1:pos:R:3 method="wB97M-V/def2-TZVPD" spin_multiplicity=1 homo_lumo_gap_ev=2.9672 relative_energy_ev=4.838 mol_weight_da=1377.530 lumo_ha=-0.1723 charge=+2
C 1.309 1.149 1.413
O 0.502 0.730 0.271
O 1.474 2.550 1.302
C 0.870 0.675 2.887
F -0.391 0.912 3.061
F 1.106 -0.584 3.170
F 1.540 1.291 3.923
C -0.075 -0.609 0.263
C -0.640 -0.976 -1.151
H -0.869 -0.046 -1.672
H 0.066 -1.700 -1.559
H -1.602 -1.473 -1.028
H -0.860 -0.790 0.997
H 0.685 -1.349 0.515
H 2.217 0.600 1.167
C -5.983 2.280 -2.427
O -4.868 2.547 -1.505
O -6.410 3.646 -2.636
C -5.480 1.363 -3.631
F -4.157 1.432 -3.988
F -5.850 0.098 -3.335
F -6.081 1.603 -4.817
C -4.240 1.450 -0.796
C -3.230 2.041 0.120
H -2.535 2.790 -0.262
H -3.926 2.497 0.823
H -2.577 1.417 0.731
H -3.659 0.863 -1.507
H -5.010 0.814 -0.359
H -6.650 1.726 -1.767
C 0.017 -5.941 -5.752
O -0.452 -5.085 -4.696
O 1.413 -5.872 -5.599
C -0.763 -7.285 -5.676
F -2.085 -7.202 -6.201
F -0.150 -8.273 -6.430
F -0.929 -7.869 -4.469
C -1.648 -4.384 -4.784
C -1.802 -3.224 -3.794
H -1.185 -2.422 -4.200
H -2.825 -2.856 -3.721
H -1.380 -3.416 -2.808
H -2.515 -5.015 -4.588
H -1.942 -4.133 -5.803
H -0.330 -5.564 -6.714
C -8.425 -2.857 0.488
O -6.972 -2.724 0.526
O -8.884 -3.035 1.823
C -9.098 -1.657 -0.338
F -8.803 -0.343 -0.005
F -8.687 -1.797 -1.546
F -10.503 -1.675 -0.408
C -6.099 -2.689 -0.617
C -4.675 -2.378 -0.034
H -4.605 -1.290 -0.043
H -4.524 -2.698 0.997
H -3.934 -2.817 -0.702
H -6.358 -1.885 -1.305
H -5.989 -3.601 -1.204
H -8.591 -3.694 -0.191
C 2.045 7.591 3.148
O 1.383 6.276 3.259
C 0.333 6.149 4.242
C -0.036 4.694 4.530
N -0.306 3.975 3.218
H 0.441 3.927 2.540
H -0.320 2.989 3.437
C -1.726 4.327 2.647
C -2.842 3.876 3.565
O -2.691 2.515 4.118
C -3.731 2.111 4.986
H 1.817 8.101 2.212
H 3.090 7.324 2.987
H 1.878 8.237 4.010
H -0.484 6.808 3.947
H 0.661 6.441 5.240
H -0.856 4.629 5.246
H 0.823 4.127 4.888
H -1.758 3.751 1.722
H -1.538 5.339 2.290
H -3.668 3.893 2.853
H -2.951 4.622 4.352
H -4.729 2.352 4.618
H -3.525 2.675 5.895
H -3.778 1.057 5.262
C 8.006 -5.397 -0.449
O 6.779 -5.376 0.304
C 6.911 -6.199 1.489
C 5.595 -5.949 2.231
N 4.359 -5.683 1.276
H 4.621 -5.234 0.410
H 4.222 -6.660 1.061
C 3.070 -5.142 1.900
C 2.097 -4.590 0.877
O 1.726 -5.506 -0.131
C 0.963 -4.960 -1.198
H 8.346 -6.355 -0.843
H 8.723 -4.824 0.139
H 7.581 -5.026 -1.382
H 7.762 -5.923 2.112
H 7.078 -7.263 1.322
H 5.719 -5.093 2.895
H 5.170 -6.702 2.895
H 3.393 -4.348 2.573
H 2.686 -6.028 2.406
H 2.670 -3.753 0.476
H 1.261 -4.134 1.407
H 1.328 -3.992 -1.542
H -0.071 -4.815 -0.885
H 0.921 -5.723 -1.975
C 6.197 1.445 7.940
O 5.982 1.813 6.572
C 6.926 1.190 5.765
C 6.540 1.662 4.373
N 5.935 3.081 4.508
H 5.875 3.024 5.515
H 6.572 3.841 4.318
C 4.449 3.288 3.999
C 3.824 4.597 4.710
O 3.851 4.194 6.136
C 3.415 5.259 6.984
H 7.108 1.793 8.427
H 5.936 0.393 8.047
H 5.299 1.857 8.401
H 6.949 0.106 5.878
H 7.936 1.560 5.940
H 5.818 1.023 3.864
H 7.430 1.808 3.761
H 3.803 2.436 4.210
H 4.532 3.378 2.916
H 2.791 4.745 4.394
H 4.376 5.524 4.557
H 3.294 4.730 7.930
H 2.407 5.570 6.708
H 4.101 6.079 6.770
C -0.362 3.941 -4.969
O -0.803 4.363 -3.651
C -1.191 3.268 -2.930
C -0.008 2.850 -2.091
N 0.807 3.917 -1.355
H 0.103 4.577 -1.057
H 1.102 3.558 -0.458
C 1.877 4.686 -2.113
C 3.070 3.651 -2.315
O 2.724 2.906 -3.527
C 3.716 2.025 -3.790
H -1.137 3.347 -5.455
H 0.530 3.318 -4.903
H -0.120 4.783 -5.618
H -1.568 2.344 -3.368
H -1.953 3.526 -2.195
H 0.740 2.171 -2.501
H -0.346 2.339 -1.189
H 2.024 5.401 -1.304
H 1.550 5.217 -3.007
H 3.092 3.031 -1.419
H 3.918 4.310 -2.502
H 3.546 1.162 -3.146
H 4.685 2.344 -3.405
H 3.793 1.679 -4.821
C -6.541 2.214 2.683
O -6.442 0.836 2.993
C -7.652 0.254 3.501
C -7.532 -1.157 4.194
N -6.689 -1.980 3.260
H -7.314 -2.190 2.494
H -6.127 -1.202 2.948
C -5.889 -3.112 3.766
C -4.472 -2.608 4.103
O -4.142 -1.710 3.074
C -2.748 -1.530 2.729
H -6.998 2.808 3.475
H -7.027 2.573 1.776
H -5.565 2.694 2.768
H -8.361 0.159 2.678
H -8.296 0.939 4.052
H -8.531 -1.572 4.327
H -7.000 -1.096 5.143
H -5.891 -3.847 2.961
H -6.513 -3.378 4.619
H -3.800 -3.466 4.131
H -4.477 -2.359 5.164
H -2.726 -0.442 2.667
H -2.531 -1.990 1.764
H -2.081 -1.738 3.566
C 7.105 -1.160 -8.614
O 6.089 -0.999 -7.678
C 4.907 -0.374 -8.193
C 3.712 -0.667 -7.396
N 3.353 -2.229 -7.502
H 3.751 -2.691 -8.308
H 3.775 -2.656 -6.689
C 1.840 -2.658 -7.411
C 1.226 -2.194 -6.052
O 1.588 -0.836 -5.840
C 0.873 -0.323 -4.773
H 7.326 -0.148 -8.955
H 6.760 -1.716 -9.486
H 7.923 -1.763 -8.220
H 4.810 -0.713 -9.224
H 5.086 0.697 -8.287
H 2.850 -0.091 -7.733
H 3.906 -0.478 -6.341
H 1.923 -3.740 -7.514
H 1.296 -2.240 -8.258
H 1.582 -2.881 -5.285
H 0.136 -2.223 -6.059
H 1.165 0.727 -4.743
H 1.029 -0.854 -3.834
H -0.197 -0.381 -4.969

2.
28
Properties=species:S:1:pos:R:3 method="wB97M-V/def2-TZVPD" spin_multiplicity=1 homo_lumo_gap_ev=9.3919 relative_energy_ev=0.099 mol_weight_da=201.207 lumo_ha=0.0274 charge=0
C 2.544 -0.149 0.920
C 0.862 1.691 0.994
C 0.506 -0.776 2.055
C -2.169 0.809 -1.661
C 0.552 -0.289 -0.522
C 1.061 0.132 0.938
C -1.570 -0.160 -0.597
C -2.044 -1.553 -0.830
N 0.887 0.437 -1.704
F -2.114 0.314 0.611
F -1.477 -1.991 -1.956
F -3.373 -1.755 -0.946
F -1.569 -2.369 0.178
H 2.954 0.259 1.746
H 2.869 -1.167 0.902
H 3.196 0.257 0.034
H -0.237 1.951 1.104
H 1.323 1.923 1.932
H 1.428 2.230 0.283
H 0.683 -1.746 1.671
H -0.442 -0.501 2.277
H 1.138 -0.653 2.827
H -3.357 0.944 -1.502
H -1.705 1.671 -1.556
H -1.876 0.360 -2.616
H 0.626 -1.493 -0.616
H 1.083 1.415 -1.539
H 0.222 0.211 -2.427

3.
133
Properties=species:S:1:pos:R:3 method="wB97M-V/def2-TZVPD" spin_multiplicity=1 homo_lumo_gap_ev=7.1777 smiles="COC[C@@H](CCCN)NC[C@@H](C)O.O=C1C=C(O)C(=O)C=C1O.O=C1C=C(O)C(=O)C=C1O.O=C1C=C(O)C(=O)C=C1O.O=C1C=C(O)C(=O)C=C1O.O=C1C=C(O)C(=O)C=C1O.O=C1C=C(O)C(=O)C=C1O.O=C1C=C(O)C(=O)C=C1O" mol_weight_da=1170.945 lumo_ha=-0.0647 charge=0
C -2.068 -1.827 -1.829
O -1.120 -1.254 -2.719
C -0.083 -0.563 -2.034
C 1.010 -1.516 -1.541
C 1.850 -2.117 -2.666
C 1.151 -2.699 -3.887
C 0.401 -4.031 -3.695
N 0.178 -4.400 -2.282
N 1.918 -0.807 -0.605
C 1.832 -1.425 0.721
C 2.271 -2.901 0.727
C 3.515 -3.107 1.564
O 1.244 -3.746 1.296
H -2.469 -2.734 -2.284
H -1.597 -2.083 -0.878
H -2.907 -1.150 -1.654
H 0.331 0.207 -2.689
H -0.495 -0.035 -1.163
H 0.510 -2.308 -0.980
H 2.512 -2.870 -2.236
H 2.498 -1.304 -3.008
H 1.934 -2.877 -4.628
H 0.482 -1.964 -4.331
H 0.975 -4.833 -4.155
H -0.547 -3.972 -4.236
H -0.097 -5.374 -2.242
H -0.631 -3.891 -1.944
H 1.606 0.152 -0.487
H 0.826 -1.355 1.159
H 2.492 -0.871 1.397
H 2.464 -3.251 -0.288
H 3.824 -4.151 1.526
H 4.330 -2.489 1.191
H 3.321 -2.864 2.609
H 0.563 -3.833 0.631
O -4.369 0.885 -0.593
C -4.438 2.086 -0.767
C -3.624 2.868 -1.665
C -3.826 4.194 -1.708
O -3.156 5.023 -2.480
C -4.862 4.893 -0.853
O -4.930 6.103 -0.975
C -5.690 4.104 0.024
C -5.502 2.776 0.064
O -6.208 1.947 0.805
H -2.882 2.365 -2.269
H -3.520 5.913 -2.295
H -6.442 4.609 0.613
H -5.894 1.033 0.615
O -6.401 -0.851 0.849
C -5.888 -1.920 1.139
C -4.551 -2.370 0.776
C -4.159 -3.592 1.167
O -2.970 -4.106 0.900
C -5.047 -4.520 1.960
O -4.581 -5.612 2.231
C -6.365 -4.072 2.332
C -6.764 -2.851 1.955
O -7.951 -2.343 2.239
H -3.907 -1.706 0.218
H -2.961 -4.996 1.306
H -6.990 -4.742 2.903
H -7.977 -1.454 1.836
O -1.627 -1.702 6.806
C -0.610 -2.276 6.459
C 0.358 -2.850 7.370
C 1.450 -3.442 6.862
O 2.397 -4.002 7.590
C 1.711 -3.521 5.370
O 2.754 -4.060 5.040
C 0.740 -2.956 4.463
C -0.353 -2.371 4.973
O -1.302 -1.814 4.241
H 0.166 -2.786 8.432
H 3.060 -4.340 6.954
H 0.925 -3.029 3.399
H -1.952 -1.450 4.872
O -6.885 -6.929 -0.029
C -5.973 -7.460 -0.638
C -4.802 -8.048 -0.027
C -3.854 -8.576 -0.816
O -2.740 -9.127 -0.369
C -3.969 -8.584 -2.325
O -3.039 -9.075 -2.938
C -5.151 -8.015 -2.936
C -6.097 -7.486 -2.147
O -7.213 -6.936 -2.593
H -4.723 -8.028 1.051
H -2.243 -9.420 -1.159
H -5.230 -8.034 -4.014
H -7.704 -6.637 -1.802
O 5.555 5.588 -1.795
C 4.687 4.804 -1.461
C 4.781 3.892 -0.347
C 3.758 3.064 -0.086
O 3.803 2.197 0.909
C 2.490 3.058 -0.933
O 1.593 2.270 -0.643
C 2.403 3.976 -2.045
C 3.430 4.800 -2.294
O 3.447 5.683 -3.275
H 5.684 3.905 0.248
H 2.964 1.696 0.896
H 1.504 3.971 -2.636
H 4.306 6.152 -3.222
O 5.317 11.807 -6.556
C 4.447 11.029 -6.213
C 4.547 10.124 -5.088
C 3.518 9.306 -4.823
O 3.496 8.437 -3.827
C 2.256 9.293 -5.658
O 1.395 8.498 -5.326
C 2.150 10.208 -6.773
C 3.178 11.028 -7.038
O 3.192 11.903 -8.028
H 5.451 10.139 -4.497
H 2.639 7.966 -3.885
H 1.241 10.200 -7.357
H 4.059 12.352 -7.984
O 7.416 4.167 5.006
C 6.474 3.411 5.161
C 6.360 2.441 6.225
C 5.274 1.657 6.275
O 5.077 0.740 7.202
C 4.158 1.748 5.251
O 3.229 0.972 5.382
C 4.267 2.733 4.199
C 5.354 3.516 4.153
O 5.560 4.445 3.234
H 7.160 2.379 6.949
H 4.219 0.319 7.002
H 3.471 2.807 3.473
H 6.423 4.850 3.450

4.
8
Properties=species:S:1:pos:R:3 method="wB97M-V/def2-TZVPD" spin_multiplicity=1 homo_lumo_gap_ev=8.4678 relative_energy_ev=1.071 smiles="CSC=S" mol_weight_da=92.188 lumo_ha=-0.0109 charge=0
C 1.245 -0.269 -1.861
S -0.122 0.623 -1.019
C 0.178 -0.204 0.533
S -0.764 -0.301 1.859
H 2.194 0.262 -1.609
H 1.212 -0.231 -3.005
H 1.131 -1.453 -1.416
H 1.097 -0.890 0.554

5.
49
Properties=species:S:1:pos:R:3 method="wB97M-V/def2-TZVPD" spin_multiplicity=1 homo_lumo_gap_ev=5.4162 relative_energy_ev=0.000 mol_weight_da=811.574 lumo_ha=-0.0882 charge=0
Pd 0.198 0.021 -0.202
N 1.745 -4.020 -0.563
C 1.042 -2.893 -0.281
S 1.693 -1.442 -1.089
N 0.018 -2.966 0.481
N -0.615 -1.757 0.732
C -1.702 -1.833 1.387
C -2.550 -0.709 1.735
C -3.768 -1.012 2.358
C -4.648 -0.032 2.760
C -4.299 1.303 2.549
C -3.108 1.632 1.942
C -2.203 0.642 1.508
O -1.085 1.064 0.963
H 2.535 -4.006 -1.178
H 1.452 -4.882 -0.139
H -2.024 -2.828 1.693
H -4.011 -2.057 2.518
H -5.585 -0.288 3.235
H -4.972 2.090 2.865
H -2.826 2.663 1.768
I -1.409 -0.631 -2.203
I -3.782 0.452 -1.708
C -0.843 3.153 -1.324
C 0.636 2.908 -1.046
C 1.481 3.851 -1.916
C 1.096 1.502 -1.360
H -1.078 4.212 -1.200
H -1.479 2.583 -0.652
H -1.086 2.881 -2.357
H 0.863 3.116 0.003
H 1.248 3.708 -2.974
H 2.550 3.685 -1.776
H 1.264 4.890 -1.662
H 2.138 1.347 -1.090
H 0.919 1.247 -2.405
Br 4.123 0.677 6.959
C 3.767 1.203 5.178
C 4.371 2.343 4.668
N 4.164 2.766 3.426
C 3.339 2.060 2.657
C 2.695 0.907 3.087
C 2.915 0.464 4.383
C 1.766 0.109 2.208
O 1.299 -0.943 2.580
O 1.571 0.699 1.053
H 5.042 2.929 5.285
H 3.180 2.423 1.650
H 2.425 -0.434 4.734

6.
23
Properties=species:S:1:pos:R:3 method="wB97M-V/def2-TZVPD" spin_multiplicity=1 homo_lumo_gap_ev=10.2122 relative_energy_ev=2.903 smiles=CC1(C)NC[C@@]2(C)[NH2+]N12 mol_weight_da=128.199 lumo_ha=-0.1084 charge=+1
C 1.260 1.500 0.661
C 1.056 0.172 -0.008
C 2.326 -0.719 0.002
N 0.534 0.291 -1.378
C -0.884 0.435 -1.278
C -1.251 -0.198 0.010
C -2.593 0.014 0.838
N -0.693 -1.704 0.157
N -0.039 -0.474 0.711
H 0.294 2.059 0.697
H 2.069 2.104 0.391
H 1.434 1.191 1.736
H 2.270 -1.853 0.156
H 2.932 -0.309 0.792
H 2.715 -0.539 -0.931
H 1.118 0.800 -2.055
H -1.443 -0.201 -2.052
H -1.274 1.456 -1.510
H -3.351 0.344 0.123
H -2.254 0.854 1.480
H -2.829 -0.847 1.353
H -1.068 -2.345 0.835
H -0.328 -2.030 -0.730

In Eh/bohr, the max |F| values for the records above are, in order, 0.11785; 0.11057; 0.01697; 0.07772; 0.01430; 0.09635.